Entry 1:
DFT (the ωB97M-V functional and the def2-TZVPD basis) results for C5H13NO in the gas phase at a distorted geometry.

Cartesian coordinates (Å):
C 0.08802 0.32373 0.39951
C -0.32991 -0.92342 -1.57975
C -1.07351 1.22996 -0.02668
C -0.15811 -0.14760 1.83691
C 1.40063 1.10370 0.31903
N 0.40929 -1.10689 -0.41370
O 0.06545 -2.25219 -2.33305
H 0.57469 -2.85580 -1.77128
H -0.01438 -1.87126 0.11091
H 0.02802 -0.12667 -2.23147
H -1.41595 -0.97756 -1.49318
H 0.67916 -0.73924 2.21927
H 1.35828 1.99760 0.95454
H -2.03137 0.70201 -0.00886
H -1.16115 2.08349 0.65780
H -0.92336 1.65859 -1.02206
H -0.28187 0.70828 2.51143
H -1.07153 -0.74797 1.90845
H 2.24812 0.50491 0.66469
H 1.60948 1.43634 -0.70254

As for the total charge: 0. The structure (SMILES) is CC(C)(C)NCO. The calculation puts the gap between HOMO and LUMO at 10.3 eV. The maximum force is 5.55 eV/Å.

Löwdin atomic charge list, values in e, 2 entries: -0.533, -0.253


Entry 2:
DFT (the ωB97M-V functional and the def2-TZVPD basis) results for C35H57N2O2P2Pt as an isolated structure at a distorted geometry.

Cartesian coordinates (Å):
C 0.48380 2.66043 -1.50217
C -1.03404 2.74294 0.27844
C 0.50910 4.05836 -1.55946
C -0.94737 4.13255 0.36677
C -0.15449 4.79274 -0.58171
H 1.06320 4.52433 -2.37536
H -1.51476 4.67235 1.12317
H -0.09146 5.88084 -0.57283
N -0.16593 2.06029 -0.49217
P 1.28610 0.01792 -1.97106
P -1.58616 0.25494 1.59381
C 1.03132 1.76216 -2.58928
H 0.29519 1.70280 -3.40982
H 1.93381 2.21808 -3.02014
C 0.02780 -1.88219 0.10853
O 0.22602 -2.97199 0.44570
C -2.20429 1.90171 0.71479
H -2.90013 2.45378 1.34646
C -3.29231 -0.54258 1.94034
C -0.47141 0.34760 3.12695
C 0.81783 -0.99629 -3.46907
C 3.13916 0.03670 -1.56507
C -3.54095 -1.59595 0.84611
H -2.77602 -2.38175 0.86945
H -4.51757 -2.06804 1.02780
H -3.56648 -1.16527 -0.16558
C -3.39551 -1.26246 3.29593
H -2.62914 -2.02719 3.44033
H -3.40275 -0.56764 4.14289
H -4.36721 -1.78254 3.30724
C -4.44394 0.48251 1.94404
H -5.37020 -0.04932 2.20940
H -4.29022 1.26738 2.69801
H -4.62907 0.94122 0.96652
C -0.02831 -1.09030 3.47699
H 0.82457 -1.41731 2.86734
H 0.28473 -1.11806 4.53190
H -0.82117 -1.83300 3.34593
C 0.79439 1.17305 2.83849
H 1.37799 0.75047 2.00929
H 0.55777 2.21945 2.60459
H 1.43189 1.15735 3.73933
C -1.19553 1.02750 4.29089
H -2.01036 0.42710 4.70169
H -0.46430 1.17093 5.10294
H -1.58026 2.01565 4.00550
C 3.70315 -1.38972 -1.62631
H 4.75040 -1.35145 -1.28665
H 3.17109 -2.06985 -0.94488
H 3.71754 -1.79739 -2.64638
C 3.30751 0.55402 -0.12683
H 2.83263 1.53102 0.03681
H 2.91299 -0.17130 0.59846
H 4.38243 0.66990 0.08081
C 3.94728 0.93899 -2.51573
H 5.01565 0.75135 -2.32835
H 3.76143 0.72648 -3.57635
H 3.77424 2.00588 -2.32397
C -0.65255 -0.69907 -3.84039
H -0.77405 0.30253 -4.26836
H -0.96392 -1.42364 -4.60673
H -1.34328 -0.78036 -2.98749
C 0.96400 -2.49587 -3.16168
H 0.37658 -2.80625 -2.29161
H 0.60610 -3.05259 -4.03876
H 2.00621 -2.78785 -2.99367
C 1.72084 -0.63189 -4.65372
H 1.65541 0.43187 -4.91974
H 2.77159 -0.90207 -4.48693
H 1.37380 -1.21186 -5.52144
Pt -0.32759 -0.13635 -0.35253
N -2.30706 0.35208 -1.12836
C -2.79027 1.38991 -0.53521
C -3.93122 2.11413 -1.21212
C -4.67288 1.38118 -2.14965
C -4.29204 3.44404 -0.92152
C -5.82130 1.93521 -2.72931
H -4.35030 0.35735 -2.37688
C -5.41761 4.00387 -1.53197
H -3.70275 4.02218 -0.20822
C -6.18946 3.25742 -2.43107
H -6.41065 1.33031 -3.41874
H -5.69302 5.03606 -1.31008
H -7.07503 3.70186 -2.89450
C 4.30645 -2.71549 3.77546
C 4.18904 -2.07648 2.40504
O 3.14548 -2.60841 1.56700
C 3.20598 -4.04098 1.39995
C 4.48078 -4.54909 0.76050
H 3.34840 -2.72347 4.30624
H 5.01648 -2.12884 4.36512
H 4.69316 -3.73859 3.71782
H 3.94205 -1.01104 2.49396
H 5.15070 -2.16293 1.87122
H 3.05417 -4.51075 2.38506
H 2.34563 -4.26942 0.76349
H 5.36541 -4.34124 1.37431
H 4.40127 -5.63474 0.64963
H 4.62580 -4.11993 -0.23858

Its expectation value of S² is 2.027. As for the total charge: +1. The calculation puts the gap between HOMO and LUMO (spin up / spin down) at 4.9 / 7.1 eV. As for the multiplicity: 3. The maximum force is 3.07 eV/Å.

Löwdin atomic charge list, values in e, 2 entries: -0.321, -0.335


Entry 3:
DFT (the ωB97M-V functional and the def2-TZVPD basis) results for a 2-piece molecular cluster, CH4BrN2 overall at a distorted geometry.

Cartesian coordinates (Å):
C 0.02895 -0.56050 -0.02113
N -1.24677 -0.17578 0.20469
N 1.04050 0.29054 -0.21475
Br 2.79002 0.11429 0.12469
H 0.35635 -1.65684 -0.26725
H -2.03162 -0.93507 0.05444
H -1.32755 0.85382 0.23867
H 0.39012 2.06953 -0.11936

As for the total charge: +1. The calculation puts the gap between HOMO and LUMO (spin up / spin down) at 8.3 / 7.4 eV. The maximum force is 4.10 eV/Å.

Löwdin atomic charge list, values in e, 2 entries: -0.297, 0.135


Entry 4:
DFT (the ωB97M-V functional and the def2-TZVPD basis) results for C16H26N2OS in the gas phase at a distorted geometry.

Cartesian coordinates (Å):
C -3.69822 -1.18520 0.02807
H -3.49978 -1.82281 -0.82929
C -2.95615 -1.68052 1.26362
C -1.43637 -1.64445 1.10051
C -0.90370 -2.71430 0.14769
C 0.61838 -2.65843 -0.00238
C 1.07082 -1.49714 -0.88478
C 2.57277 -1.23778 -0.80300
C 2.94909 0.02568 -1.58088
C 4.25224 0.66470 -1.09775
C 4.37595 0.89087 0.39085
O 5.39496 0.66307 1.00917
N 3.30921 1.41183 1.07725
N 2.09734 1.65823 0.57516
C 1.13589 1.96693 1.35461
C -0.17776 2.18111 0.84413
C -1.32203 2.45773 1.54882
C -2.45838 2.57195 0.73017
C -2.19226 2.38630 -0.59533
S -0.51121 2.06010 -0.85993
C -3.13871 2.44684 -1.73971
H -2.91639 3.30530 -2.37388
H -3.05862 1.55169 -2.35501
H -4.15977 2.53722 -1.37662
H -3.44344 2.78170 1.10804
H -1.34087 2.56879 2.61840
H 1.26319 2.06044 2.44029
H 3.46307 1.51556 2.08623
H 5.10841 0.04709 -1.37714
H 4.37078 1.63934 -1.57907
H 3.05511 -0.21183 -2.64117
H 2.14346 0.75145 -1.48152
H 2.84629 -1.11474 0.24705
H 3.12752 -2.09867 -1.18141
H 0.55753 -0.58765 -0.57077
H 0.78718 -1.69344 -1.92105
H 1.06992 -2.55851 0.98785
H 0.97656 -3.59679 -0.43190
H -1.35920 -2.59753 -0.83676
H -1.19121 -3.69554 0.53339
H -1.14661 -0.65280 0.74884
H -0.97375 -1.79340 2.07972
H -3.27161 -2.70029 1.49593
H -3.23104 -1.04823 2.11165
H -4.77133 -1.18229 0.20656
H -3.38728 -0.17159 -0.21464

As for the total charge: 0. The structure (SMILES) is CCCCCCCCCC(=O)N/N=C/c1ccc(C)s1. The calculation puts the gap between HOMO and LUMO at 8.3 eV. The maximum force is 1.38 eV/Å.

Löwdin atomic charge list, values in e, 2 entries: -0.100, 0.066


Entry 5:
DFT (the ωB97M-V functional and the def2-TZVPD basis) results for C4H7NO3 in the gas phase at a distorted geometry.

Cartesian coordinates (Å):
O 1.79476 -1.51503 -0.98317
C 1.02432 -0.69163 -1.54540
C 0.61526 0.50656 -0.64647
C 0.75922 0.28527 0.80918
C -0.63366 0.75480 1.37240
O -1.27745 1.70142 0.75067
O -1.58495 -0.61802 1.18172
N -0.40199 -0.36603 -1.25490
H 1.09446 -0.55625 -2.62669
H 0.52466 1.54787 -1.00737
H 1.58844 0.79552 1.23398
H 0.88003 -0.77615 1.08117
H -0.66516 0.73848 2.52724
H -0.79022 -0.99586 -0.55733
H -1.89155 0.23111 0.68060

As for the total charge: 0. The calculation puts the gap between HOMO and LUMO at 4.8 eV. The maximum force is 6.13 eV/Å.

Löwdin atomic charge list, values in e, 2 entries: 0.139, -0.363